{"formula": "C2H2F2O3", "method": "ωB97M-V with the def2-TZVPD basis set", "homo_energy_ev": [-9.78, -9.77], "de_lowest_kcal_mol": 147.5, "largest_force_ev_per_a": 2.66, "homo_lumo_gap_ev": [7.83, 7.82], "elements": ["C", "C", "O", "O", "O", "F", "F", "H", "H"], "coordinates": [[-0.59, 0.56, -0.10], [0.79, 0.22, -0.07], [0.14, 0.63, -1.28], [-2.18, -1.35, 0.39], [1.76, 0.98, 0.45], [-1.30, 1.56, 0.28], [1.13, -1.10, -0.03], [-2.24, -1.91, -0.40], [2.49, 0.41, 0.77]]}